{"formula": "C6H5N3O3", "method": "wB97M-V/def2-TZVPD", "gap_ev": [8.400, 8.400], "e_above_lowest_kcal_mol": 70.42, "largest_force_ha_per_bohr": 0.0843, "total_energy_ha": -621.5320, "homo_ev": [-9.23, -9.23], "elements": ["C", "C", "C", "C", "C", "C", "N", "N", "N", "O", "O", "O", "H", "H", "H", "H", "H"], "xyz": [[0.66801, 2.30628, 1.71229], [1.55472, 0.67913, 3.22413], [2.76496, 1.04492, 0.72601], [-0.48140, -0.03059, 0.33640], [-1.49660, -1.09195, 0.16826], [0.91050, 0.91899, 2.03419], [0.35663, 3.39939, 1.53821], [2.23557, 0.72403, 4.14176], [2.31251, 1.43919, -0.47242], [3.80501, 0.89373, 1.17986], [-0.31681, 0.84223, -0.50396], [0.03407, -0.04703, 1.58691], [-2.54479, -0.74884, 0.32743], [-1.19211, -1.89393, 0.88628], [-1.51492, -1.27415, -0.85644], [1.31016, 1.25700, -0.69110], [2.79736, 2.19914, -0.94251]], "lowdin_charge": [-0.2004, -0.2050, -0.3080, -0.4728, 0.0370, -0.2987, 0.1958, 0.2098, 0.1747, 0.2064, 0.0801, 0.0693, 0.1209, 0.1171, 0.0694, 0.0675, 0.1369]}